This record from the Open Molecules 2025 dataset describes a structure of composition C25H28IrN5O4S3 at a distorted geometry. The level of theory is wB97M-V/def2-TZVPD.

- energy above the lowest of the compared OMol25 structures with the same formula, charge and spin (eV) = 1.476
- HOMO level (spin up / spin down) (eV) = -17.91 / -17.91
- HOMO-LUMO gap (spin up / spin down) (Eh) = 0.314 / 0.227
- electronic energy (eV) = -77337.3940
- <S²> = 0.754

ORCA input file:
```
! wB97M-V def2-TZVPD RIJCOSX def2/J DEFGRID3
* xyz 3 2
Ir -0.21 0.32 0.52
C 0.07 1.60 4.76
C 0.58 0.91 3.54
O -0.11 0.93 2.49
N 1.78 0.34 3.57
C 2.27 -0.35 2.39
C 2.64 0.57 1.25
C 3.93 1.07 1.16
C 4.31 1.87 0.10
C 3.37 2.16 -0.86
C 2.09 1.67 -0.72
N 1.71 0.90 0.32
H -0.98 1.86 4.62
H 0.64 2.51 4.93
H 0.18 0.96 5.64
H 2.34 0.40 4.41
H 1.48 -1.02 2.07
H 3.13 -0.96 2.67
H 4.64 0.80 1.93
H 5.32 2.24 0.03
H 3.61 2.78 -1.72
H 1.32 1.91 -1.43
O -2.18 -1.83 -1.18
S -1.77 -1.97 0.17
O -2.12 -0.86 1.07
N -0.07 -1.91 0.38
C 0.36 -3.08 0.78
S 1.99 -3.44 1.13
C -0.68 -4.12 0.94
C -0.52 -5.46 1.23
C -1.66 -6.25 1.32
C -2.92 -5.72 1.09
C -3.09 -4.37 0.76
C -1.95 -3.61 0.71
H 0.46 -5.90 1.38
H -1.56 -7.30 1.56
H -3.79 -6.36 1.16
H -4.07 -3.97 0.56
C -0.20 -2.63 -3.57
C -0.73 -1.21 -3.73
S 0.29 -0.02 -2.87
O -0.38 0.31 -1.50
C -0.11 1.45 -3.82
C 0.69 1.50 -5.12
H -0.76 -3.29 -4.23
H -0.33 -3.00 -2.55
H 0.85 -2.70 -3.85
H -1.74 -1.07 -3.36
H -0.68 -0.90 -4.77
H 0.13 2.30 -3.18
H -1.19 1.44 -3.98
H 1.76 1.51 -4.94
H 0.42 2.41 -5.66
H 0.46 0.66 -5.78
N 0.52 6.60 0.17
C -0.15 5.68 0.32
C -0.97 4.52 0.53
C -2.31 4.61 0.90
C -3.03 3.43 1.06
C -2.40 2.22 0.86
N -1.11 2.14 0.51
C -0.41 3.27 0.36
H -2.78 5.57 1.05
H -4.07 3.45 1.34
H -2.95 1.29 0.96
H 0.63 3.18 0.09
*
```

Results of the natural (NBO) charge analysis, in e, for atoms 1 through 4:
1 Ir 1.319
2 C -0.709
3 C 0.741
4 O -0.665